Entry 1:
Formula: C23H23AsPW
Source: the Open Molecules 2025 dataset
Level of theory: the ωB97M-V functional and the def2-TZVPD basis

Orbital gap (alpha / beta): 5.181 / 5.607 eV
⟨S²⟩: 2.083
Multiplicity: 3
Total charge: +1

Geometry (Å):
1 C -0.455 -0.124 -3.779
2 C -1.511 -1.001 -4.129
3 C -1.109 -2.408 -4.003
4 C 0.047 -2.312 -3.207
5 C 0.627 -0.919 -3.210
6 W 1.201 1.552 -2.007
7 P -0.356 3.321 -2.459
8 H -0.443 1.037 -4.049
9 H -2.498 -0.651 -4.454
10 H -1.633 -3.319 -4.344
11 H 1.731 -0.758 -3.448
12 H 0.467 -3.120 -2.648
13 H -1.559 3.557 -1.622
14 H -0.944 3.352 -3.792
15 H 0.232 4.628 -2.446
16 C -0.684 3.241 3.790
17 C 0.371 3.532 2.930
18 C 0.657 2.704 1.846
19 C -0.179 1.616 1.604
20 C -1.231 1.287 2.454
21 C -1.466 2.108 3.564
22 As 0.159 0.668 -0.172
23 C 1.776 -0.269 0.568
24 C 2.910 -0.126 -0.239
25 C 4.146 -0.575 0.258
26 C 4.242 -1.102 1.551
27 C 3.092 -1.247 2.334
28 C 1.848 -0.831 1.841
29 C -1.103 -0.898 0.173
30 C -0.698 -2.116 0.705
31 C -1.613 -3.108 1.097
32 C -2.979 -2.948 0.876
33 C -3.382 -1.772 0.235
34 C -2.458 -0.776 -0.133
35 H -0.897 3.907 4.621
36 H 0.968 4.424 3.075
37 H 1.487 2.941 1.175
38 H -1.898 0.443 2.251
39 H -2.280 1.877 4.233
40 H 2.864 0.423 -1.249
41 H 5.060 -0.513 -0.346
42 H 5.216 -1.425 1.937
43 H 3.173 -1.677 3.326
44 H 0.957 -0.946 2.452
45 H 0.356 -2.350 0.803
46 H -1.260 -4.026 1.566
47 H -3.696 -3.734 1.148
48 H -4.442 -1.656 0.014
49 H -2.812 0.087 -0.693

---

Entry 2:
Formula: C23H23BF4MoOP
Source: the Open Molecules 2025 dataset
Level of theory: the ωB97M-V functional and the def2-TZVPD basis

Orbital gap (alpha / beta): 7.775 / 7.756 eV
⟨S²⟩: 2.021
Multiplicity: 3
Total charge: +1

Geometry (Å):
1 Mo 0.153 -0.324 -0.080
2 O -1.950 0.971 1.097
3 C -1.858 -0.059 0.487
4 C -2.937 -1.034 0.207
5 C -4.202 -0.932 0.770
6 C -5.147 -1.910 0.493
7 C -4.834 -2.970 -0.349
8 C -3.573 -3.067 -0.929
9 C -2.628 -2.095 -0.648
10 P -0.949 -2.048 -1.336
11 C -0.646 -3.635 -2.131
12 C -0.124 -4.688 -1.381
13 C 0.031 -5.933 -1.967
14 C -0.330 -6.124 -3.294
15 C -0.846 -5.073 -4.040
16 C -1.005 -3.823 -3.464
17 C -0.951 -0.775 -2.633
18 C -2.077 -0.047 -3.016
19 C -1.965 0.902 -4.020
20 C -0.739 1.130 -4.633
21 C 0.387 0.412 -4.251
22 C 0.286 -0.539 -3.251
23 H -4.430 -0.102 1.426
24 H -6.129 -1.849 0.942
25 H -5.578 -3.727 -0.555
26 H -3.338 -3.891 -1.590
27 H 0.161 -4.533 -0.347
28 H 0.438 -6.753 -1.391
29 H -0.202 -7.096 -3.752
30 H -1.121 -5.224 -5.075
31 H -1.400 -3.000 -4.047
32 H -3.031 -0.218 -2.533
33 H -2.834 1.470 -4.322
34 H -0.656 1.877 -5.410
35 H 1.340 0.605 -4.722
36 H 1.155 -1.127 -2.971
37 F 3.038 2.775 -1.207
38 B 1.941 3.210 -1.793
39 F 0.808 1.323 -0.626
40 F 1.654 2.794 -3.016
41 F 1.169 4.101 -1.213
42 C 1.232 0.843 2.913
43 C 0.450 -0.472 2.972
44 C 0.826 -1.285 4.208
45 C 0.702 -1.293 1.695
46 H 1.041 1.454 3.794
47 H 0.944 1.441 2.041
48 H 2.305 0.649 2.858
49 H -0.614 -0.233 3.041
50 H 1.882 -1.563 4.188
51 H 0.236 -2.202 4.267
52 H 0.643 -0.706 5.114
53 H 0.052 -2.186 1.682
54 H 1.737 -1.658 1.697

---

Entry 3:
Formula: C23H23BeOP2
Source: the Open Molecules 2025 dataset
Level of theory: the ωB97M-V functional and the def2-TZVPD basis

Orbital gap (alpha / beta): 4.120 / 4.767 eV
Total charge: -1

Geometry (Å):
1 C 0.115 -0.055 -4.838
2 C -0.922 -0.973 -5.170
3 C -0.752 -2.133 -4.356
4 C 0.512 -2.056 -3.725
5 C 1.010 -0.731 -3.919
6 Be -0.296 1.927 -1.325
7 P -0.866 3.567 -2.400
8 H 0.237 0.964 -5.198
9 H -1.738 -0.787 -5.858
10 H -1.429 -2.985 -4.327
11 H 1.888 -0.297 -3.442
12 H 0.981 -2.832 -3.133
13 H -2.193 4.108 -2.418
14 H -0.755 3.288 -3.812
15 H -0.005 4.717 -2.301
16 O 0.261 0.765 -0.742
17 P 0.156 0.125 0.697
18 C -1.382 -0.793 0.763
19 C -2.078 -1.096 -0.415
20 C -3.380 -1.591 -0.355
21 C -3.994 -1.830 0.882
22 C -3.273 -1.614 2.062
23 C -1.962 -1.132 2.006
24 C 1.620 -0.890 0.930
25 C 2.166 -1.086 2.216
26 C 3.439 -1.649 2.365
27 C 4.152 -2.077 1.239
28 C 3.549 -2.012 -0.024
29 C 2.280 -1.451 -0.176
30 C 0.154 1.405 1.940
31 C -1.054 1.878 2.474
32 C -1.040 2.751 3.566
33 C 0.178 3.198 4.093
34 C 1.381 2.816 3.485
35 C 1.369 1.937 2.399
36 H -1.600 -0.926 -1.386
37 H -3.924 -1.782 -1.280
38 H -5.020 -2.197 0.921
39 H -3.734 -1.827 3.028
40 H -1.397 -1.007 2.927
41 H 1.602 -0.797 3.098
42 H 3.871 -1.763 3.363
43 H 5.164 -2.484 1.346
44 H 4.071 -2.413 -0.901
45 H 1.796 -1.444 -1.155
46 H -2.002 1.544 2.060
47 H -1.980 3.064 4.015
48 H 0.189 3.839 4.980
49 H 2.329 3.186 3.870
50 H 2.304 1.634 1.933

---

Entry 4:
Formula: C23H23CaClF3NO2S2Sb
Source: the Open Molecules 2025 dataset
Level of theory: the ωB97M-V functional and the def2-TZVPD basis

Orbital gap: 7.033 eV
Total charge: +1

Geometry (Å):
1 Ca -0.494 -0.046 0.881
2 S 3.494 0.003 0.249
3 Sb 2.915 -0.125 -2.155
4 C 4.811 0.661 -2.667
5 C 5.411 0.221 -3.846
6 C 6.624 0.763 -4.249
7 C 7.238 1.739 -3.480
8 C 6.641 2.187 -2.311
9 C 5.426 1.653 -1.904
10 C 2.983 -1.941 -3.180
11 C 1.958 -2.247 -4.067
12 C 2.044 -3.418 -4.804
13 C 3.123 -4.274 -4.630
14 C 4.133 -3.963 -3.730
15 C 4.073 -2.783 -3.002
16 C 1.595 1.399 -2.721
17 C 2.208 2.592 -3.105
18 C 1.417 3.653 -3.520
19 C 0.037 3.521 -3.551
20 C -0.563 2.328 -3.177
21 C 0.211 1.257 -2.759
22 H 4.941 -0.541 -4.454
23 H 7.088 0.419 -5.164
24 H 8.185 2.157 -3.795
25 H 7.118 2.953 -1.715
26 H 4.966 2.026 -0.997
27 H 1.101 -1.595 -4.181
28 H 1.261 -3.666 -5.508
29 H 3.177 -5.192 -5.199
30 H 4.970 -4.634 -3.596
31 H 4.874 -2.531 -2.317
32 H 3.283 2.701 -3.092
33 H 1.885 4.582 -3.816
34 H -0.577 4.354 -3.867
35 H -1.639 2.230 -3.187
36 H -0.263 0.327 -2.478
37 F -3.199 1.877 0.943
38 C -2.096 1.686 0.121
39 F -2.691 1.196 -1.058
40 F -1.739 2.958 -0.225
41 O -1.847 -1.404 1.973
42 S -3.183 -2.011 2.416
43 C -4.320 -0.604 2.617
44 C -5.401 -0.716 1.543
45 C -4.739 -1.371 0.335
46 C -3.993 -2.572 0.901
47 H -3.686 0.266 2.452
48 H -4.692 -0.596 3.639
49 H -5.801 0.271 1.313
50 H -6.225 -1.338 1.899
51 H -4.048 -0.678 -0.142
52 H -5.465 -1.683 -0.415
53 H -3.210 -2.995 0.273
54 H -4.674 -3.370 1.204
55 O 1.733 0.397 1.971
56 N 1.934 0.359 0.776
57 Cl 0.672 -1.593 -1.036

---

Entry 5:
Formula: C23H23Cl3IrN3O5PSSi
Source: the Open Molecules 2025 dataset
Level of theory: the ωB97M-V functional and the def2-TZVPD basis

Orbital gap (alpha / beta): 6.392 / 6.819 eV
⟨S²⟩: 6.040
Multiplicity: 5
Total charge: -1

Geometry (Å):
1 Ir 7.592 -18.130 -7.282
2 C 9.332 -18.864 -2.853
3 O 8.058 -19.554 -3.011
4 P 7.218 -20.793 -2.377
5 O 7.457 -22.098 -3.387
6 C 8.386 -22.228 -4.460
7 O 8.228 -21.095 -1.237
8 C 7.547 -21.177 0.025
9 H 9.196 -17.970 -2.220
10 H 9.473 -18.573 -3.836
11 H 10.092 -19.596 -2.540
12 H 8.583 -23.305 -4.791
13 H 9.385 -21.813 -4.233
14 H 7.959 -21.498 -5.296
15 H 8.252 -20.776 0.736
16 H 7.188 -22.216 0.173
17 H 6.700 -20.485 0.078
18 Cl 5.435 -19.411 -10.299
19 Si 6.040 -20.466 -8.623
20 Cl 4.128 -21.386 -8.046
21 Cl 7.069 -21.952 -9.906
22 N 11.037 -24.091 0.699
23 C 10.601 -24.358 -0.338
24 C 10.104 -25.005 -1.532
25 C 10.499 -26.366 -1.680
26 C 9.892 -27.230 -2.528
27 C 8.847 -26.753 -3.320
28 C 8.446 -25.426 -3.189
29 C 9.061 -24.557 -2.291
30 N 8.151 -27.680 -4.205
31 C 7.109 -28.396 -3.789
32 C 6.813 -29.208 -4.816
33 N 7.672 -29.135 -5.840
34 C 8.521 -28.152 -5.471
35 H 11.296 -26.835 -1.066
36 H 10.215 -28.322 -2.527
37 H 7.590 -25.124 -3.759
38 H 8.682 -23.551 -2.156
39 H 6.634 -28.492 -2.823
40 H 6.017 -29.927 -4.892
41 H 9.170 -27.618 -6.138
42 O 8.865 -19.216 -6.708
43 C 0.586 -14.067 -11.613
44 C 0.671 -12.569 -11.816
45 O -0.144 -11.859 -12.327
46 S 2.226 -11.794 -11.302
47 C 3.406 -12.965 -10.675
48 C 4.482 -13.664 -11.284
49 C 5.099 -14.652 -10.571
50 C 4.664 -14.982 -9.257
51 C 3.692 -14.194 -8.678
52 C 3.215 -13.085 -9.327
53 C 5.415 -16.034 -8.654
54 C 6.301 -16.621 -8.049
55 H 0.072 -14.331 -10.708
56 H 1.610 -14.461 -11.461
57 H 0.155 -14.409 -12.563
58 H 4.628 -13.511 -12.352
59 H 5.952 -15.269 -10.959
60 H 3.281 -14.414 -7.661
61 H 2.617 -12.279 -8.835

---

Electronic energy / eV: -96160.9489; -48960.8050; -45247.9428; -97124.7117; -107338.3762